<w>
ORCA calculation (ωB97M-V/def2-TZVPD) on 2 unconnected molecules or ions with the total composition C4H12S.

Values from the calculation:
SMILES ... CSC.CC
Frontier orbital gap ... 9.426 eV
LUMO energy ... 1.0 eV
E_HOMO ... -8.431 eV

The geometry in ORCA input format:
```
! wB97M-V def2-TZVPD RIJCOSX def2/J DEFGRID3
* xyz 0 1
C 1.550 -0.114 0.747
S 3.144 -0.511 -0.024
C 3.272 -2.275 0.076
H 1.129 -0.829 1.297
H 1.657 0.824 1.372
H 0.729 0.166 -0.110
H 2.294 -2.929 -0.178
H 3.641 -2.654 1.110
H 4.022 -2.543 -0.624
C -2.291 0.975 -0.034
C -3.167 1.777 -0.940
H -2.722 0.549 0.921
H -1.871 0.042 -0.360
H -1.286 1.445 0.238
H -3.940 1.175 -1.374
H -2.579 2.209 -1.796
H -3.583 2.692 -0.320
*
```

<x>
ORCA calculation (ωB97M-V/def2-TZVPD) on 2 unconnected molecules or ions with the total composition C4H12S.

Values from the calculation:
SMILES ... CSC.CC
Frontier orbital gap ... 9.489 eV
LUMO energy ... 1.0 eV
E_HOMO ... -8.492 eV

The geometry in ORCA input format:
```
! wB97M-V def2-TZVPD RIJCOSX def2/J DEFGRID3
* xyz 0 1
C 0.011 -1.455 0.809
S -1.463 -1.334 1.864
C -1.772 -3.069 2.228
H 0.003 -0.537 0.219
H -0.110 -2.249 0.080
H 0.904 -1.526 1.419
H -1.447 -3.366 3.226
H -1.212 -3.713 1.561
H -2.824 -3.317 2.127
C 0.494 2.935 -1.209
C 1.479 2.216 -2.147
H 0.962 3.116 -0.273
H -0.420 2.385 -1.111
H 0.142 3.878 -1.618
H 2.403 2.006 -1.608
H 1.066 1.280 -2.517
H 1.786 2.751 -3.049
*
```

Stability order, top to bottom: <x>, <w>

<w>
ORCA calculation (ωB97M-V/def2-TZVPD) on 2 unconnected molecules or ions with the total composition C4H12S.

Values from the calculation:
SMILES ... CCC.CS
Frontier orbital gap ... 9.871 eV
LUMO energy ... 0.8 eV
E_HOMO ... -9.120 eV

The geometry in ORCA input format:
```
! wB97M-V def2-TZVPD RIJCOSX def2/J DEFGRID3
* xyz 0 1
C 3.307 2.141 0.743
C 2.097 1.279 1.062
C 2.304 0.193 2.172
H 4.319 1.637 0.830
H 3.125 2.681 -0.177
H 3.497 2.906 1.458
H 1.134 1.849 1.283
H 2.078 0.631 0.114
H 1.464 -0.423 2.358
H 2.529 0.641 3.173
H 2.946 -0.553 1.740
C -3.747 -1.535 -1.436
S -1.972 -0.929 -1.201
H -4.444 -0.782 -1.822
H -3.954 -2.107 -0.517
H -3.693 -2.270 -2.213
H -1.218 -1.810 -2.253
*
```

<x>
ORCA calculation (ωB97M-V/def2-TZVPD) on 2 unconnected molecules or ions with the total composition C4H12S.

Values from the calculation:
SMILES ... CSC.CC
Frontier orbital gap ... 9.553 eV
LUMO energy ... 1.1 eV
E_HOMO ... -8.489 eV

The geometry in ORCA input format:
```
! wB97M-V def2-TZVPD RIJCOSX def2/J DEFGRID3
* xyz 0 1
C -1.467 0.802 0.054
S -0.627 0.582 -1.581
C -2.087 0.653 -2.649
H -0.840 1.546 0.531
H -2.472 1.194 -0.061
H -1.522 -0.176 0.512
H -2.882 0.056 -2.208
H -1.808 0.227 -3.609
H -2.445 1.674 -2.759
C 2.494 -1.342 1.199
C 1.535 -0.262 1.749
H 2.975 -0.931 0.312
H 3.276 -1.551 1.930
H 2.005 -2.301 1.046
H 1.031 -0.755 2.583
H 0.737 -0.062 1.035
H 2.097 0.647 1.917
*
```

Stability order, top to bottom: <x>, <w>

<w>
ORCA calculation (ωB97M-V/def2-TZVPD) on 3 unconnected molecules or ions with the total composition C3H14N2O3.

Values from the calculation:
SMILES ... NCNCCO.O.O
Frontier orbital gap ... 9.090 eV
LUMO energy ... 0.4 eV
E_HOMO ... -8.705 eV

The geometry in ORCA input format:
```
! wB97M-V def2-TZVPD RIJCOSX def2/J DEFGRID3
* xyz 0 1
N -0.756 -1.377 1.356
C -1.770 -0.730 0.509
N -1.351 0.066 -0.648
C -0.382 1.138 -0.287
C 1.094 0.725 -0.421
O 1.843 1.803 -0.963
H -0.042 -0.755 1.720
H -0.275 -2.119 0.869
H -2.335 -1.588 0.141
H -2.309 -0.035 1.149
H -0.939 -0.566 -1.309
H -0.548 1.880 -1.069
H -0.650 1.546 0.679
H 1.546 0.463 0.534
H 1.173 -0.189 -0.996
H 1.958 1.630 -1.897
O 0.146 -2.476 -2.146
H -0.645 -2.328 -2.670
H -0.014 -3.223 -1.564
O 1.171 2.225 2.617
H 1.445 2.529 1.740
H 1.641 1.381 2.657
*
```

<x>
ORCA calculation (ωB97M-V/def2-TZVPD) on 3 unconnected molecules or ions with the total composition C3H14N2O3.

Values from the calculation:
SMILES ... NCNCCO.O.O
Frontier orbital gap ... 9.673 eV
LUMO energy ... 0.8 eV
E_HOMO ... -8.873 eV

The geometry in ORCA input format:
```
! wB97M-V def2-TZVPD RIJCOSX def2/J DEFGRID3
* xyz 0 1
N -1.086 1.584 2.116
C 0.347 1.227 1.976
N 0.599 0.545 0.613
C 1.661 -0.439 0.680
C 1.292 -1.523 -0.269
O -0.115 -1.844 -0.071
H -1.465 0.686 2.572
H -1.619 1.826 1.247
H 0.948 2.239 2.040
H 0.648 0.544 2.714
H 0.499 1.051 -0.192
H 2.594 0.062 0.392
H 1.884 -0.818 1.650
H 1.372 -1.234 -1.300
H 1.741 -2.489 -0.097
H -0.572 -1.219 0.499
O -2.037 1.338 -1.762
H -1.488 0.847 -2.422
H -2.853 1.682 -2.004
O -1.084 -1.137 -2.965
H -0.741 -1.165 -2.023
H -0.522 -1.762 -3.395
*
```

Stability order, top to bottom: <w>, <x>

<w>
ORCA calculation (ωB97M-V/def2-TZVPD) on C3H10N4 in the gas phase.

Values from the calculation:
Frontier orbital gap ... 8.853 eV
LUMO energy ... 0.8 eV
E_HOMO ... -8.003 eV

The geometry in ORCA input format:
```
! wB97M-V def2-TZVPD RIJCOSX def2/J DEFGRID3
* xyz 0 1
C 1.170 -0.126 -0.210
N 1.122 -0.950 0.996
N 2.376 0.652 -0.332
C -0.224 1.115 0.051
N -0.329 2.137 0.612
H 1.200 -0.837 -1.052
H 1.091 -0.344 1.810
H 2.220 1.653 -0.239
H 1.986 -1.484 1.074
H 3.110 0.454 0.343
C -2.320 -0.613 -0.063
N -1.428 0.195 -0.925
H -1.949 0.922 -1.425
H -0.450 -0.350 -1.114
H -2.729 0.009 0.733
H -3.129 -1.038 -0.656
H -1.714 -1.395 0.398
*
```

<x>
ORCA calculation (ωB97M-V/def2-TZVPD) on C3H10N4 in the gas phase.

Values from the calculation:
SMILES ... CC(C)N1NNN1
Frontier orbital gap ... 8.832 eV
LUMO energy ... 1.2 eV
E_HOMO ... -7.681 eV

The geometry in ORCA input format:
```
! wB97M-V def2-TZVPD RIJCOSX def2/J DEFGRID3
* xyz 0 1
C 0.951 -1.237 0.162
C 0.304 0.112 -0.075
C 1.331 1.241 0.299
N -1.047 0.102 0.585
N -1.963 -0.981 0.092
N -3.004 0.002 -0.039
N -1.982 1.066 0.013
H 1.510 -1.241 1.150
H 0.305 -2.118 -0.014
H 1.806 -1.524 -0.503
H 0.034 0.361 -1.099
H 1.446 1.295 1.325
H 0.966 2.288 0.122
H 2.237 1.096 -0.125
H -2.063 -1.511 0.958
H -3.352 0.056 -0.937
H -1.923 1.485 -0.961
*
```

Stability order, top to bottom: <w>, <x>

<w>
ORCA calculation (ωB97M-V/def2-TZVPD) on C3H10N4 in the gas phase.

Values from the calculation:
Frontier orbital gap (spin up / spin down) ... 7.693 / 9.641 eV
LUMO energy (spin up / spin down) ... 0.1 / 0.8 eV
E_HOMO (spin up / spin down) ... -7.596 / -8.820 eV

The geometry in ORCA input format:
```
! wB97M-V def2-TZVPD RIJCOSX def2/J DEFGRID3
* xyz 0 1
C -1.744 0.410 -0.505
C -0.579 0.519 0.491
N 0.384 1.542 0.156
H -0.103 2.423 -0.020
H -1.008 0.610 1.506
H -2.415 -0.417 -0.259
H -1.365 0.275 -1.520
H -2.317 1.338 -0.490
N 2.472 0.137 -0.119
N -0.095 -2.003 -0.041
C 0.382 -0.709 0.391
N 1.308 -0.172 -0.615
H 3.096 0.549 -0.805
H 2.420 0.663 0.769
H -0.571 -1.936 -0.933
H -0.743 -2.385 0.637
H 0.880 -0.845 1.357
*
```

<x>
ORCA calculation (ωB97M-V/def2-TZVPD) on C3H10N4 in the gas phase.

Values from the calculation:
SMILES ... [H]/N=C(\NC)NNC
Frontier orbital gap ... 9.648 eV
LUMO energy ... 0.9 eV
E_HOMO ... -8.751 eV

The geometry in ORCA input format:
```
! wB97M-V def2-TZVPD RIJCOSX def2/J DEFGRID3
* xyz 0 1
H 0.563 2.495 -0.417
N -0.089 1.714 -0.455
C 0.299 0.590 -0.200
N 1.651 0.463 0.294
C 2.510 -0.756 -0.083
N -0.378 -0.671 -0.489
N -1.725 -0.378 -0.701
C -2.525 0.015 0.551
H 2.132 1.474 0.231
H 3.326 -0.880 0.839
H 1.708 -1.495 0.096
H 2.983 -0.548 -1.195
H -0.312 -1.303 0.370
H -2.114 -1.113 -1.302
H -2.602 1.292 0.368
H -3.588 -0.717 0.412
H -1.841 -0.182 1.681
*
```

Stability order, top to bottom: <w>, <x>

<w>
ORCA calculation (ωB97M-V/def2-TZVPD) on 2 unconnected molecules or ions with the total composition C4H13NOS.

Values from the calculation:
SMILES ... NCCCCS.O
Frontier orbital gap ... 9.916 eV
LUMO energy ... 0.8 eV
E_HOMO ... -9.105 eV

The geometry in ORCA input format:
```
! wB97M-V def2-TZVPD RIJCOSX def2/J DEFGRID3
* xyz 0 1
N -0.535 -2.613 0.469
C -1.608 -1.734 -0.009
C -1.262 -0.257 0.006
C -0.009 0.237 0.820
C 0.742 1.358 0.054
S 0.345 3.061 0.408
H -0.864 -3.560 0.605
H -0.256 -2.310 1.396
H -1.957 -1.910 -1.028
H -2.485 -1.922 0.623
H -1.192 0.255 -0.948
H -2.091 0.211 0.551
H 0.725 -0.552 0.962
H -0.269 0.631 1.802
H 0.687 1.256 -1.028
H 1.794 1.174 0.294
H -0.947 2.983 0.657
O 1.818 -2.497 -1.824
H 1.082 -2.094 -1.340
H 2.277 -1.696 -2.143
*
```

<x>
ORCA calculation (ωB97M-V/def2-TZVPD) on 2 unconnected molecules or ions with the total composition C4H13NOS.

Values from the calculation:
SMILES ... CN[C@@H](C)CS.O
Frontier orbital gap ... 9.656 eV
LUMO energy ... 0.8 eV
E_HOMO ... -8.905 eV

The geometry in ORCA input format:
```
! wB97M-V def2-TZVPD RIJCOSX def2/J DEFGRID3
* xyz 0 1
C -1.578 -0.109 -1.222
N -0.566 -0.173 -0.062
C 0.859 -0.128 -0.428
C 1.190 1.197 -1.035
C 1.711 -0.281 0.899
S 3.375 -1.194 0.656
H -2.388 0.734 -1.103
H -2.063 -1.058 -1.241
H -0.967 0.194 -2.136
H -0.931 0.557 0.525
H 1.175 -0.998 -1.034
H 2.256 1.186 -1.341
H 1.104 1.978 -0.177
H 0.509 1.520 -1.772
H 1.164 -0.809 1.759
H 1.899 0.818 1.238
H 4.166 -0.107 0.680
O -3.711 -1.041 2.308
H -3.476 -1.898 1.882
H -3.728 -0.387 1.606
*
```

Stability order, top to bottom: <w>, <x>